Molecular formula: C19H27N2O21PS4
Method: DFT, ωB97M-V/def2-TZVPD

Atoms and positions in Å:
H: -7.253699 1.034307 2.815436
N: -6.969271 0.200677 2.264490
C: -5.699365 0.331758 1.898310
C: -4.961026 -0.814865 1.076001
C: -4.979643 1.711075 2.396233
C: -3.813948 2.085921 1.374810
C: -2.345902 2.292842 1.825604
P: -1.752382 2.181738 3.604085
O: -2.774393 2.646367 4.650531
O: -1.088956 0.636588 3.928405
O: -0.421003 3.279010 3.720656
C: -1.263326 2.618958 0.738101
C: -1.598583 2.767183 -0.788261
C: -3.070888 2.582973 -1.215648
C: -4.131943 2.259645 -0.127740
C: -5.513130 2.162137 -0.905840
O: -6.684650 2.024905 -0.490270
N: -5.188386 2.324303 -2.334823
C: -3.790212 2.630200 -2.633508
O: -3.363278 2.824706 -3.791228
H: -3.923671 -0.539864 0.689525
H: -4.841078 -1.795828 1.667433
H: -5.625449 -1.076230 0.175548
H: -5.778055 2.529084 2.307595
H: -4.636617 1.507811 3.463424
H: -0.496705 0.688366 4.723143
H: -0.844530 4.177433 3.730034
H: -0.158304 2.756316 1.018872
H: -0.818077 2.972083 -1.588166
H: -5.622954 1.595187 -2.926627
O: -0.915331 -0.543961 0.115698
S: 0.418669 -1.002537 -0.148187
O: 1.101727 -1.935983 0.695084
O: 1.367536 0.296989 -0.358139
C: 1.970583 0.245047 -1.653518
C: 0.991245 -0.527628 -2.522333
O: 0.472936 -1.554064 -1.673588
H: 2.922343 -0.284423 -1.565077
H: 2.150737 1.252275 -2.030611
H: 1.466213 -0.957966 -3.400345
H: 0.155708 0.106195 -2.835128
O: 1.434268 -0.721886 -5.490540
S: 1.784313 -1.772869 -6.401658
O: 3.129217 -2.228648 -6.579815
O: 1.161594 -1.410554 -7.854334
C: 0.281765 -2.455412 -8.272309
C: -0.258987 -3.063211 -6.987310
O: 0.845385 -3.056629 -6.081944
H: 0.865373 -3.185666 -8.839777
H: -0.511265 -2.055348 -8.904903
H: -0.632634 -4.076880 -7.131400
H: -1.050808 -2.441595 -6.559181
O: 2.335350 1.685440 8.064462
S: 1.634258 0.745505 7.243433
O: 1.277450 1.017562 5.882519
O: 0.305737 0.266736 8.041632
C: 0.335613 -1.150697 8.214083
C: 1.810645 -1.519692 8.253517
O: 2.431053 -0.667107 7.290945
H: -0.163284 -1.609124 7.355551
H: -0.185271 -1.434022 9.129261
H: 1.984008 -2.567425 8.008148
H: 2.247098 -1.298617 9.231987
O: 7.116932 0.216688 -0.028400
S: 6.393132 -0.042687 -1.236341
O: 5.220428 0.688698 -1.611668
O: 6.055128 -1.628557 -1.294236
C: 6.618161 -2.195211 -2.478227
C: 7.834255 -1.338243 -2.794975
O: 7.439587 -0.003738 -2.476271
H: 5.871705 -2.131251 -3.275072
H: 6.881775 -3.240250 -2.312054
H: 8.133959 -1.411732 -3.840356
H: 8.681116 -1.602307 -2.154744

Atoms 1-6, force components in eV/Å:
0.22 -0.56 -0.53
3.54 0.11 -0.89
-2.41 0.41 1.32
-0.37 -0.15 -0.19
0.35 -1.08 -1.83
1.85 0.90 -1.34

Summary:
energy above the lowest of the compared OMol25 structures with the same formula, charge and spin: 560.5 kJ/mol
frontier orbital gap: 8.006 eV
E_LUMO: -0.0446 Eh
structure (SMILES): [H]/N=C(/C)Cc1c(P(=O)(O)O)ccc2c1C(=O)NC2=O.O=S1(=O)OCCO1.O=S1(=O)OCCO1.O=S1(=O)OCCO1.O=S1(=O)OCCO1

Mulliken atomic charge list, values in e, 2 entries: 0.300 -0.749